Entry 1:
Formula: C28H78InN7O7P
Source: the OMol25 dataset
Level of theory: ωB97M-V with the def2-TZVPD basis set

Geometry as XYZ:
```
122
Properties=species:S:1:pos:R:3:lowdin_charge:R:1
C -1.68236 7.35289 1.99733 -0.4285
P -2.05316 6.39528 0.42525 0.6263
C -2.95702 4.92366 1.17179 -0.4328
In 0.15546 5.28010 -0.24738 0.4817
O 0.72217 6.15545 -2.08141 -0.4647
C 1.68415 5.85144 1.28401 -0.3068
C 3.04170 5.28539 1.04874 -0.3911
N 3.82579 4.95517 2.00341 0.0317
H -1.35760 6.65480 2.77450 0.0090
H -0.86138 8.04480 1.81497 0.0037
H -2.56892 7.88791 2.33359 0.0040
H -2.77114 4.04259 0.56219 -0.0106
H -4.02510 5.13911 1.18536 0.0029
H -2.60122 4.77052 2.19181 0.0168
H -0.02517 3.54164 -0.52334 -0.0848
H 0.47510 7.08091 -2.00723 -0.0593
H 1.32381 5.56422 2.27199 0.0260
H 1.78724 6.94206 1.26653 0.0341
H 3.37562 5.12145 0.01740 0.0898
H 4.68647 4.56909 1.61429 0.0137
C -0.34240 -0.81354 -0.51047 -0.0692
C 0.64991 0.33147 -0.70396 -0.4269
C 1.93953 -0.07895 -1.42831 -0.1943
O 2.86113 -0.81452 -0.63884 -0.1856
C 2.59372 -2.19534 -0.52922 -0.1080
N 0.89909 0.97197 0.58457 0.0471
H -0.04894 -1.47454 0.30622 0.0731
H -1.32548 -0.41196 -0.26077 0.0687
H -0.44007 -1.41406 -1.41927 0.0445
H 0.16584 1.07749 -1.34107 0.1199
H 2.46858 0.83143 -1.71747 0.1256
H 1.71404 -0.63355 -2.35009 0.1187
H 2.17407 -2.60333 -1.45380 0.0913
H 1.91490 -2.40350 0.30323 0.0715
H 3.53979 -2.69890 -0.32400 0.0704
H 1.43285 1.82422 0.43670 0.0469
H 1.50286 0.36742 1.13620 0.0678
C 7.83962 -5.89777 1.68793 -0.0698
C 6.96157 -4.72036 1.27497 -0.4295
C 5.47968 -5.08088 1.10338 -0.2049
O 5.17387 -5.77838 -0.09197 -0.1848
C 5.40020 -7.17271 -0.04959 -0.1078
N 7.53405 -4.09461 0.07959 0.0413
H 8.05299 -6.55911 0.84826 0.0634
H 8.79734 -5.53711 2.06337 0.0742
H 7.36556 -6.48723 2.47605 0.0738
H 7.00583 -3.98383 2.08341 0.1348
H 4.91071 -4.14863 1.04486 0.1099
H 5.10117 -5.63076 1.97309 0.1034
H 5.18001 -7.58336 0.94045 0.0916
H 6.42746 -7.42318 -0.32702 0.0738
H 4.73201 -7.63618 -0.77566 0.0861
H 7.03349 -3.23435 -0.12473 0.0726
H 7.33554 -4.69997 -0.71251 0.0689
C 2.87015 -4.31033 6.79833 -0.0689
C 3.93253 -5.33912 6.42506 -0.4342
C 4.52660 -5.14558 5.02265 -0.2128
O 3.68778 -5.55645 3.95946 -0.2146
C 2.70459 -4.61112 3.56764 -0.0986
N 3.38747 -6.68599 6.61962 0.0370
H 1.91480 -4.52056 6.31835 0.0653
H 2.69822 -4.32445 7.87426 0.0751
H 3.17871 -3.30150 6.51798 0.0802
H 4.76313 -5.21802 7.12723 0.1338
H 5.41867 -5.77429 4.94448 0.1186
H 4.84731 -4.10646 4.87035 0.1219
H 3.06692 -3.58478 3.67221 0.0949
H 1.78983 -4.73998 4.14964 0.0768
H 2.46904 -4.79310 2.51887 0.0855
H 4.12650 -7.37135 6.49254 0.0690
H 2.73449 -6.86977 5.86249 0.0688
C -3.32410 6.13423 -5.32202 -0.0793
C -1.92824 6.34855 -4.73950 -0.4371
C -0.81550 6.38793 -5.79861 -0.2019
O -0.46555 5.12886 -6.35085 -0.1848
C -1.30599 4.67276 -7.38587 -0.1252
N -1.67763 5.36883 -3.68939 0.0505
H -3.49315 5.09134 -5.59199 0.0590
H -4.07866 6.39907 -4.58125 0.0721
H -3.48871 6.75033 -6.21131 0.0700
H -1.92593 7.33473 -4.26311 0.1362
H 0.09322 6.75550 -5.31809 0.1214
H -1.06889 7.08657 -6.61072 0.1131
H -1.66724 5.50074 -8.00533 0.0846
H -2.16166 4.11483 -6.99552 0.0725
H -0.72092 3.99813 -8.01323 0.0814
H -0.79938 5.60953 -3.21239 0.0195
H -1.49123 4.47505 -4.13718 0.0696
C -6.84206 0.03147 0.88272 -0.0659
C -5.48677 0.65060 0.55816 -0.4398
C -4.75545 1.23898 1.76923 -0.2006
O -5.23822 2.48897 2.21577 -0.1944
C -6.33884 2.45262 3.09704 -0.1115
N -5.65229 1.62909 -0.52216 0.0483
H -7.61185 0.79052 1.02786 0.0646
H -7.16859 -0.60614 0.06007 0.0680
H -6.79006 -0.58209 1.78469 0.0759
H -4.84677 -0.15332 0.18158 0.0989
H -3.72249 1.43232 1.46860 0.1227
H -4.72154 0.52252 2.60168 0.1206
H -6.29866 1.57793 3.75463 0.0865
H -7.29003 2.45650 2.55655 0.0745
H -6.29658 3.35302 3.71040 0.0857
H -4.73815 1.95715 -0.82232 0.0752
H -6.09562 2.45576 -0.13011 0.0703
C -4.76214 -1.40101 -2.47768 -0.0555
C -3.38428 -1.61482 -1.85837 -0.4295
C -2.38180 -2.32489 -2.77765 -0.2012
O -2.59227 -3.71907 -2.91994 -0.1839
C -3.56100 -4.08763 -3.88116 -0.1124
N -3.53804 -2.29516 -0.56791 0.0545
H -5.35993 -2.31347 -2.48149 0.0676
H -5.31402 -0.65437 -1.90582 0.0494
H -4.68310 -1.03815 -3.50447 0.0830
H -2.96354 -0.62458 -1.65621 0.1231
H -1.38650 -2.22643 -2.33659 0.0814
H -2.34929 -1.84685 -3.76532 0.1268
H -3.55265 -3.40825 -4.73859 0.0891
H -4.56531 -4.11524 -3.45143 0.0735
H -3.31343 -5.09099 -4.22879 0.0839
H -2.64084 -2.32148 -0.09114 0.0601
H -3.76008 -3.26952 -0.75391 0.0727
```

Output
- HOMO-LUMO gap (eV) = 5.687
- E_tot (Eh) = -2554.9549
- maximum force (Eh/bohr) = 0.015
- highest occupied orbital energy (eV) = -3.83
- spin multiplicity = 1
- LUMO (eV) = 1.859
- total charge = -1

***

Entry 2:
Formula: C28H79N11O16
Source: the OMol25 dataset
Level of theory: ωB97M-V with the def2-TZVPD basis set

Geometry as XYZ:
```
134
Properties=species:S:1:pos:R:3:lowdin_charge:R:1
C 0.60339 -1.93348 -4.18817 -0.1110
O -0.50898 -1.32723 -3.57331 -0.1858
C -0.48601 0.08184 -3.74968 -0.2240
C -1.73642 0.67489 -3.13899 -0.1853
N -1.66669 2.13943 -3.19188 -0.0644
C -2.34317 2.79357 -2.06182 -0.2015
C -3.85581 2.79190 -2.19372 -0.2312
O -4.26423 3.68855 -3.21925 -0.1868
C -5.57179 3.40502 -3.63095 -0.1241
H 1.49752 -1.77644 -3.56796 0.0567
H 0.85189 -1.45025 -5.14557 0.0860
H 0.43489 -2.97986 -4.42003 0.0908
H -0.39136 0.30038 -4.82211 0.1263
H 0.39866 0.48899 -3.24340 0.0934
H -1.71544 0.40590 -2.07986 0.1007
H -2.70021 0.23867 -3.42270 0.1262
H -2.14525 2.45895 -4.02956 0.1208
H -2.06107 3.85566 -2.05412 0.1192
H -2.08325 2.40252 -1.07531 0.1143
H -4.36147 3.01143 -1.24577 0.1266
H -4.19448 1.80006 -2.52483 0.1089
H -5.61334 2.46462 -4.21194 0.0884
H -5.91641 4.10334 -4.39112 0.0882
H -6.21600 3.28454 -2.75899 0.0919
C 6.37051 7.36390 -0.90814 -0.1345
O 5.93953 6.33827 -0.08063 -0.1916
C 4.53984 6.12800 -0.05338 -0.2204
C 4.18728 5.34648 1.17187 -0.1771
N 4.80912 3.98159 1.07225 -0.0730
C 4.59161 3.11274 2.23835 -0.1905
C 3.21248 3.11689 2.82410 -0.2411
O 2.98837 4.29213 3.57126 -0.2007
C 1.70624 4.34487 4.14733 -0.0914
H 6.32282 7.18014 -1.98666 0.0878
H 7.42880 7.48228 -0.66803 0.0882
H 5.89358 8.32653 -0.68956 0.0882
H 4.14393 5.74932 -0.99741 0.1228
H 4.12367 7.13580 0.09865 0.1254
H 3.11852 5.18930 1.29102 0.1077
H 4.66071 5.80301 2.04800 0.1297
H 5.80114 4.19678 1.04545 0.1051
H 5.33489 3.36243 3.00793 0.1264
H 4.82554 2.08262 1.94662 0.0975
H 3.19236 2.32776 3.60083 0.1225
H 2.37583 2.79653 2.18764 0.1185
H 1.41870 3.43817 4.69223 0.0914
H 0.99069 4.51486 3.33140 0.0760
H 1.62844 5.20072 4.81226 0.0921
C 0.79341 -4.61040 0.59493 -0.1248
O -0.10017 -5.67990 0.71747 -0.1987
C 0.19178 -6.42255 1.88120 -0.2357
C -0.88520 -7.49623 2.00276 -0.1960
N -2.23456 -6.88470 2.06468 -0.0497
C -3.22680 -7.80664 1.51659 -0.2064
C -4.67700 -7.32960 1.64038 -0.2253
O -5.10262 -6.76149 0.42416 -0.2119
C -6.46599 -6.46170 0.43390 -0.1283
H 1.82970 -4.89322 0.80493 0.0833
H 0.56797 -3.77198 1.27117 0.0915
H 0.73039 -4.17658 -0.40432 0.0836
H 0.19623 -5.73849 2.74029 0.1284
H 1.17277 -6.90737 1.83668 0.1235
H -0.73769 -8.22501 2.79347 0.1187
H -0.77435 -7.93295 0.99161 0.1205
H -2.10692 -6.10398 1.42317 0.0759
H -3.10791 -8.77838 1.99520 0.1163
H -3.11832 -7.93323 0.42468 0.1233
H -4.78603 -6.60975 2.45960 0.1252
H -5.26503 -8.22263 1.88856 0.1188
H -6.71786 -5.80751 1.27676 0.0936
H -7.08963 -7.36001 0.43575 0.0901
H -6.72252 -5.89279 -0.45997 0.0857
N 0.87554 2.86861 -2.09884 0.1783
C 1.58594 3.53668 -1.12175 -0.6320
N 2.88716 3.11514 -1.05191 0.1840
O 1.12306 4.40397 -0.36415 -0.0107
H -0.11717 2.95221 -2.22034 0.0421
H 1.42588 2.33914 -2.74122 0.0755
H 3.15700 2.28431 -1.55262 0.0563
H 3.45896 3.47254 -0.28806 0.0555
N -2.74449 5.80236 0.62667 0.1481
C -2.25241 5.09421 1.70088 -0.6513
N -1.10051 4.38754 1.45832 0.1590
O -2.76087 5.12692 2.82976 -0.0057
H -2.23565 5.87415 -0.23146 0.0827
H -3.53055 6.39942 0.78958 0.0956
H -0.58003 4.37071 0.58913 0.0414
H -0.73366 3.82207 2.19674 0.0679
N 3.74542 -2.01400 -1.88480 0.1825
C 3.58236 -0.69140 -2.20875 -0.6198
N 3.62481 -0.40003 -3.56410 0.1463
O 3.29662 0.17218 -1.36994 -0.0029
H 3.60837 -2.31441 -0.92983 0.0665
H 3.86612 -2.70007 -2.60150 0.0976
H 4.02703 -1.01309 -4.24735 0.0960
H 3.20384 0.41823 -3.95618 0.0944
N -4.22344 0.47619 0.47280 0.1513
C -4.03741 0.93558 1.76346 -0.6500
N -2.70196 1.03621 2.06261 0.1742
O -4.96493 1.21294 2.51494 0.0189
H -5.16608 0.35765 0.15891 0.1018
H -3.41327 0.36980 -0.09554 0.0606
H -2.42558 1.53431 2.88679 0.1037
H -2.00733 0.58464 1.49532 0.0417
O -1.11888 -1.01981 0.20838 -0.0878
C 0.26966 -0.67816 -0.00608 -0.2029
C 0.67398 0.27955 1.12330 -0.2413
O 0.02229 1.49530 0.94139 -0.0669
H -1.37665 -1.65667 -0.47196 0.0661
H 0.87176 -1.59297 -0.04920 0.1043
H 0.36698 -0.18902 -0.98004 0.0966
H 1.77193 0.24567 1.13040 0.0922
H 0.35557 -0.22599 2.03833 0.1293
H 0.40303 1.99878 0.19825 0.0639
O 4.03341 -2.62577 1.00436 -0.0930
C 4.05296 -1.35978 1.69231 -0.2294
C 5.37259 -1.13872 2.40911 -0.2253
O 5.39895 -1.91366 3.61016 -0.0648
H 4.24992 -3.24553 1.71831 0.0954
H 3.79452 -0.56502 0.98748 0.0891
H 3.23838 -1.34002 2.43296 0.1211
H 5.54534 -0.07294 2.59814 0.1069
H 6.21463 -1.47454 1.80260 0.1273
H 4.92194 -1.43890 4.29757 0.0882
O -3.84601 -2.55497 -0.13531 -0.0633
C -4.00769 -3.95051 -0.05081 -0.2507
C -2.95609 -4.58729 -0.92627 -0.2337
O -3.26341 -4.28872 -2.27934 -0.0499
H -4.52044 -2.10900 0.38566 0.0772
H -3.86792 -4.32000 0.97524 0.1215
H -4.98883 -4.29201 -0.38350 0.1060
H -2.90203 -5.65197 -0.73148 0.1076
H -2.00594 -4.11816 -0.64634 0.1053
H -3.09998 -3.35095 -2.42714 0.0769
```

Output
- HOMO-LUMO gap (eV) = 8.997
- SMILES string = COCCNCCOC.COCCNCCOC.COCCNCCOC.NC(N)=O.NC(N)=O.NC(N)=O.NC(N)=O.OCCO.OCCO.OCCO
- E_tot (Eh) = -2920.3620
- maximum force (Eh/bohr) = 0.049
- highest occupied orbital energy (eV) = -8.96
- spin multiplicity = 1
- LUMO (eV) = 0.035

***

Entry 3:
Formula: C28H80N4O10
Source: the OMol25 dataset
Level of theory: ωB97M-V with the def2-TZVPD basis set

Geometry as XYZ:
```
122
Properties=species:S:1:pos:R:3:lowdin_spin:R:1
C -0.13985 -3.09217 -5.70619 0.0000
C -0.93718 -1.72520 -5.78729 0.0000
C -0.61877 -0.83821 -4.53112 0.0000
O -1.19237 -1.17185 -3.29967 0.0000
C -2.57464 -1.30298 -3.43822 0.0003
N -0.44763 -1.01068 -7.01473 0.0000
H -0.25265 -3.69924 -6.60444 0.0000
H -0.33195 -3.77033 -4.87475 0.0000
H 0.91774 -2.84177 -5.62321 0.0000
H -1.99983 -1.87542 -5.97785 0.0000
H -1.00339 0.16803 -4.69741 0.0000
H 0.44345 -0.69991 -4.32945 0.0000
H -3.11963 -0.49133 -3.92022 0.0000
H -2.94678 -1.54153 -2.44187 0.0000
H -2.77122 -2.25236 -3.93636 0.0001
H -1.22304 -1.27027 -7.60757 0.0000
H 0.28819 -1.49842 -7.50543 0.0000
C 2.37899 -4.12136 3.94275 0.0002
C 1.97126 -5.03267 2.79732 0.0001
C 3.29943 -5.77560 2.42965 0.0001
O 4.26952 -4.89622 1.76897 0.0000
C 5.47064 -5.49712 1.31935 0.0000
N 1.00398 -6.03686 3.19460 0.0011
H 2.68216 -4.60709 4.87025 0.0000
H 1.60056 -3.39009 4.16046 0.0001
H 3.22664 -3.45457 3.78466 0.0000
H 1.44412 -4.36523 2.11561 0.0000
H 3.00445 -6.49849 1.66905 0.0000
H 3.75288 -6.31707 3.25987 0.0000
H 6.22240 -4.72958 1.13537 0.0000
H 5.13037 -6.06202 0.45148 0.0000
H 5.81041 -6.08305 2.17337 0.0000
H 0.52210 -6.45347 2.41081 0.0000
H 1.56596 -6.72534 3.67446 0.0000
C -4.29634 7.27187 -2.61738 0.0000
C -3.53230 6.35408 -1.63488 0.0000
C -4.30202 5.37768 -0.78561 0.0000
O -3.50618 4.81900 0.20575 0.0000
C -4.24895 3.93780 1.01884 0.0000
N -2.55597 5.51821 -2.31595 0.0000
H -3.70905 8.01517 -3.15654 0.0000
H -5.12864 7.82113 -2.17726 0.0000
H -4.92556 6.75958 -3.34522 0.0000
H -2.98784 6.92643 -0.88383 0.0000
H -4.82291 4.63257 -1.38693 0.0000
H -5.15759 5.88799 -0.34325 0.0000
H -5.13306 4.32081 1.52850 0.0000
H -3.59833 3.48808 1.76887 0.0000
H -4.60162 3.16874 0.33162 0.0000
H -2.24943 4.81933 -1.65436 0.0000
H -2.94912 4.99919 -3.08806 0.0000
C 0.60848 -1.84242 -0.50418 0.0010
C -0.07128 -0.81796 0.33996 0.0693
C -0.02290 0.52746 -0.25389 0.0869
O -0.59139 1.33855 0.69218 0.0118
C -0.50596 2.76627 0.35925 0.0032
N -1.47777 -1.23584 0.41897 0.5836
H 1.55386 -1.62483 -1.00117 0.0008
H -0.04273 -2.13839 -1.32663 -0.0002
H 0.76871 -2.83103 -0.07396 0.0014
H 0.40982 -0.84571 1.31765 0.0123
H -0.34842 0.66667 -1.28480 0.0013
H 1.04356 0.70360 -0.39439 0.0239
H -0.98960 3.31807 1.16529 0.0005
H -1.22277 3.09658 -0.39253 0.0001
H 0.50511 3.07966 0.09917 0.0001
H -1.90313 -0.35741 0.67884 0.0142
H -1.82530 -1.51949 -0.48595 0.0194
C -1.18018 -2.72749 3.71164 0.0171
C -1.72399 -1.33384 4.00235 0.0166
O -2.57707 -0.89026 2.99666 0.1189
H -2.02159 -3.41522 3.62706 0.0000
H -0.51303 -3.16872 4.45214 -0.0001
H -0.82555 -2.79692 2.68328 0.0025
H -0.88823 -0.64694 4.13569 0.0022
H -2.19881 -1.23165 4.97816 0.0036
H -2.10353 -0.99993 2.16881 -0.0002
C 3.52480 0.12660 1.78618 0.0010
C 4.41850 -0.53303 2.80454 0.0002
O 5.46133 0.12290 3.27421 0.0003
H 2.65439 -0.52943 1.77517 0.0005
H 3.91404 0.10156 0.76836 0.0000
H 3.29524 1.17055 1.99963 0.0000
H 4.77311 -1.53219 2.55147 0.0000
H 3.86415 -0.74553 3.71867 0.0000
H 5.57670 0.90947 2.73608 0.0000
C 0.85765 6.41663 -0.01005 0.0000
C 0.87646 6.62860 -1.47694 0.0000
O -0.11135 7.60172 -1.75983 0.0000
H -0.09439 5.97083 0.27803 0.0000
H 1.13915 7.29754 0.56688 0.0000
H 1.50170 5.58532 0.27670 0.0000
H 0.71220 5.70246 -2.02773 0.0000
H 1.80564 7.15261 -1.70086 0.0000
H -0.87612 7.17509 -2.15317 0.0000
C 3.58130 -0.70350 -4.08924 0.0000
C 4.20859 -0.04305 -2.84947 0.0001
O 4.35759 -0.94745 -1.80469 0.0001
H 3.88060 -0.05161 -4.90994 0.0000
H 2.50105 -0.72390 -3.94525 0.0000
H 3.92207 -1.73014 -4.22336 0.0000
H 3.56390 0.77801 -2.53587 0.0001
H 5.20962 0.35114 -3.02456 0.0000
H 5.20807 -1.34768 -1.99986 0.0000
C -4.39341 -3.18724 1.29826 0.0028
C -5.33138 -3.14846 0.06035 0.0004
O -5.16578 -4.31606 -0.74885 0.0001
H -3.37908 -3.41206 0.96858 0.0014
H -4.69962 -3.97826 1.98283 0.0005
H -4.39863 -2.22248 1.80551 -0.0006
H -5.16999 -2.20760 -0.46579 0.0001
H -6.30130 -2.95162 0.51708 0.0003
H -5.80643 -4.26004 -1.46159 0.0000
C 1.72626 2.56142 3.88721 0.0000
C 1.80503 1.18777 4.62020 0.0001
O 1.18833 1.09248 5.89701 0.0000
H 0.74572 2.75265 3.45124 0.0000
H 2.55650 2.75344 3.20754 0.0000
H 1.79573 3.35459 4.63163 0.0000
H 2.88580 1.04820 4.59662 0.0000
H 1.49691 0.30426 4.06110 0.0001
H 1.12167 0.19449 6.22983 0.0000
```

Output
- HOMO-LUMO gap (spin up / spin down) (eV) = 9.065 / 2.901
- E_tot (Eh) = -2085.5985
- maximum force (Eh/bohr) = 0.096
- highest occupied orbital energy (spin up / spin down) (eV) = -11.36 / -11.36
- spin multiplicity = 2
- expectation value of S² = 0.756
- LUMO (spin up / spin down) (eV) = -2.296 / -8.460
- total charge = +1

***

Question: Among the records above, which one has the lowest maximum force?
Answer: C28H78InN7O7P